Arrangement w

Computed, not measured: a cluster of 9 separate species, C5H28N2O9 in total, with the ωB97M-V functional and the def2-TZVPD basis.

Bonds (Å) are listed after each position.
Cartesian coordinates (Å):
1 N 2.004 2.375 -1.197  C2 1.486, H9 0.996, H10 0.988
2 C 1.871 1.263 -2.174  N1 1.486, C3 1.563, H11 1.032, H12 1.145
3 C 1.701 -0.164 -1.560  C2 1.563, N4 1.509, H13 1.190, H14 1.080
4 N 0.326 -0.619 -1.138  C3 1.509, C5 1.399, H15 1.043
5 C -0.801 -0.484 -1.955  N4 1.399, C6 1.492, H16 1.200, H17 1.095
6 C -1.815 0.402 -1.312  C5 1.492, C7 1.581, H18 1.081, H19 1.102
7 C -2.691 1.312 -2.263  C6 1.581, O8 1.213, H20 1.044
8 O -3.335 2.168 -1.694  C7 1.213
9 H 1.176 2.903 -1.031  N1 0.996
10 H 2.297 2.124 -0.287  N1 0.988
11 H 1.164 1.577 -2.856  C2 1.032
12 H 2.882 1.130 -2.695  C2 1.145
13 H 2.041 -0.807 -2.501  C3 1.190
14 H 2.358 -0.607 -0.826  C3 1.080
15 H 0.287 -0.267 -0.157  N4 1.043
16 H -1.295 -1.535 -2.258  C5 1.200
17 H -0.634 -0.279 -3.017  C5 1.095
18 H -2.450 -0.173 -0.652  C6 1.081
19 H -1.396 1.041 -0.516  C6 1.102
20 H -2.786 1.020 -3.260  C7 1.044
21 O -2.211 -2.840 0.241  H22 1.030, H23 1.018
22 H -1.748 -1.954 0.489  O21 1.030
23 H -2.329 -3.491 1.015  O21 1.018
24 O -0.505 -2.543 2.678  H25 0.983, H26 0.964
25 H -0.126 -3.433 2.508  O24 0.983
26 H 0.317 -2.063 2.833  O24 0.964
27 O 2.559 1.459 1.651  H28 1.018, H29 0.985
28 H 1.549 1.471 1.773  O27 1.018
29 H 3.040 2.263 1.956  O27 0.985
30 O 0.810 -4.373 1.363  H31 1.007, H32 0.994
31 H 0.344 -3.973 0.565  O30 1.007
32 H 1.782 -4.431 1.162  O30 0.994
33 O -0.127 1.807 2.004  H34 1.003, H35 0.965
34 H -0.585 0.918 1.929  O33 1.003
35 H -0.527 2.479 1.439  O33 0.965
36 O -0.869 3.761 0.195  H37 0.929, H38 0.991
37 H -1.617 3.531 -0.305  O36 0.929
38 H -0.738 4.731 0.348  O36 0.991
39 O -1.684 -0.348 1.870  H40 0.915, H41 1.051
40 H -2.508 -0.157 2.218  O39 0.915
41 H -1.320 -1.277 2.201  O39 1.051
42 O 1.948 -1.558 1.381  H43 0.993, H44 0.998
43 H 1.482 -1.769 0.530  O42 0.993
44 H 2.161 -0.586 1.307  O42 0.998

* SMILES: NCCNCCC=O.O.O.O.O.O.O.O.O
* E_LUMO: 0.4 eV
* highest occupied orbital energy: -8.32 eV
* gap between HOMO and LUMO: 0.31881 Ha

natural (NBO) atomic charge list, values in e, 4 entries:
1 N -0.87
2 C -0.23
3 C -0.23
4 N -0.68

***

Arrangement x

Computed, not measured: a cluster of 9 separate species, C5H28N2O9 in total, with the ωB97M-V functional and the def2-TZVPD basis.

Bonds (Å) are listed after each position.
Cartesian coordinates (Å):
1 C -2.268 1.292 0.987  C2 1.463, H9 1.099, H10 1.114, H11 1.108
2 C -1.338 0.278 0.489  C1 1.463, N3 1.511, H12 1.079, H13 1.177
3 N -0.468 0.860 -0.601  C2 1.511, C4 1.457, C5 1.380
4 C -1.221 1.383 -1.734  N3 1.457, H14 1.049, H15 1.092, H16 1.128
5 C 0.873 0.550 -0.694  N3 1.380, O6 1.187, C7 1.500
6 O 1.381 0.542 -1.767  C5 1.187
7 C 1.647 0.360 0.577  C5 1.500, N8 1.450, H17 1.243, H18 1.026
8 N 2.181 -0.975 0.762  C7 1.450, H19 1.018, H20 1.031
9 H -2.294 2.119 0.264  C1 1.099
10 H -3.281 0.881 1.203  C1 1.114
11 H -2.011 1.717 1.978  C1 1.108
12 H -0.760 -0.281 1.208  C2 1.079
13 H -1.996 -0.461 -0.148  C2 1.177
14 H -0.943 0.997 -2.669  C4 1.049
15 H -2.293 1.176 -1.721  C4 1.092
16 H -1.204 2.509 -1.673  C4 1.128
17 H 2.611 1.144 0.559  C7 1.243
18 H 1.232 0.792 1.410  C7 1.026
19 H 1.596 -1.600 1.312  N8 1.018
20 H 2.482 -1.442 -0.108  N8 1.031
21 O 0.324 -1.030 -3.614  H22 1.015, H23 0.972
22 H -0.146 -0.234 -4.033  O21 1.015
23 H 0.715 -0.505 -2.895  O21 0.972
24 O 1.189 3.367 1.090  H25 0.865, H26 0.946
25 H 1.692 3.826 0.555  O24 0.865
26 H 0.888 2.519 0.795  O24 0.946
27 O -1.754 -0.485 3.456  H28 1.038, H29 0.992
28 H -0.909 0.045 3.742  O27 1.038
29 H -2.335 -0.654 4.241  O27 0.992
30 O -2.266 -2.889 1.308  H31 0.909, H32 1.041
31 H -1.863 -2.104 1.527  O30 0.909
32 H -1.948 -2.951 0.319  O30 1.041
33 O -2.033 -2.146 -1.723  H34 0.977, H35 0.928
34 H -2.478 -3.007 -1.849  O33 0.977
35 H -1.826 -1.884 -2.589  O33 0.928
36 O 1.713 3.378 -1.831  H37 1.031, H38 1.011
37 H 2.510 2.735 -1.947  O36 1.031
38 H 0.912 2.770 -1.937  O36 1.011
39 O 1.456 -0.350 4.264  H40 0.974, H41 0.921
40 H 2.135 0.337 4.387  O39 0.974
41 H 1.916 -1.144 4.199  O39 0.921
42 O 1.019 -3.348 -1.339  H43 1.021, H44 1.004
43 H 1.106 -3.087 -2.322  O42 1.021
44 H 0.122 -2.903 -1.427  O42 1.004

* SMILES: CCN(C)C(=O)CN.O.O.O.O.O.O.O.O
* E_LUMO: 0.2 eV
* highest occupied orbital energy: -9.37 eV
* gap between HOMO and LUMO: 0.35016 Ha

natural (NBO) atomic charge list, values in e, 4 entries:
1 C -0.64
2 C -0.23
3 N -0.46
4 C -0.44

***

Relative energies in kcal/mol: arrangement w 0.0; arrangement x 2.9

***

Arrangement w

Computed, not measured: a cluster of 2 separate species, C7H13O in total, with the ωB97M-V functional and the def2-TZVPD basis.

Bonds (Å) are listed after each position.
Cartesian coordinates (Å):
1 C 2.680 -0.514 0.073  O2 1.302, C3 1.589, H9 1.132, H10 1.134
2 O 3.885 -0.276 -0.357  C1 1.302
3 C 1.568 0.551 -0.323  C1 1.589, C4 1.472, H11 1.101, H12 1.086
4 C 0.254 0.045 0.107  C3 1.472, C5 1.553, H13 1.095, H14 1.210
5 C -1.005 0.933 -0.089  C4 1.553, C7 1.533, H15 1.092, H16 1.100
6 C -2.752 -0.771 -0.829  C7 1.433, H17 1.091, H18 1.093
7 C -2.260 0.100 0.196  C5 1.533, C6 1.433, C8 1.367
8 C -2.907 0.345 1.375  C7 1.367, H20 1.082, H21 1.082
9 H 2.640 -0.497 1.205  C1 1.132
10 H 2.342 -1.560 -0.203  C1 1.134
11 H 1.530 0.531 -1.423  C3 1.101
12 H 1.890 1.505 0.083  C3 1.086
13 H 0.277 -0.357 1.125  C4 1.095
14 H 0.021 -0.902 -0.609  C4 1.210
15 H -0.852 1.848 0.487  C5 1.092
16 H -1.114 1.328 -1.110  C5 1.100
17 H -3.422 -1.521 -0.405  C6 1.091
18 H -1.925 -1.020 -1.499  C6 1.093
19 H 0.189 -1.574 -1.218  no bonds
20 H -2.481 0.912 2.192  C8 1.082
21 H -3.823 -0.207 1.543  C8 1.082

* E_LUMO (alpha / beta): -2.9 / -2.9 eV
* highest occupied orbital energy (alpha / beta): -7.63 / -7.63 eV
* spin multiplicity: 2
* gap between HOMO and LUMO (alpha / beta): 0.17246 / 0.17245 Ha

natural (NBO) atomic charge list, values in e, 4 entries:
1 C -0.01
2 O -0.62
3 C -0.46
4 C -0.12

***

Arrangement x

Computed, not measured: a cluster of 2 separate species, C7H13O in total, with the ωB97M-V functional and the def2-TZVPD basis.

Bonds (Å) are listed after each position.
Cartesian coordinates (Å):
1 C 1.751 0.517 -2.472  O2 1.332, C3 1.567, H9 1.113, H10 1.099
2 O 1.758 -0.724 -2.959  C1 1.332
3 C 1.050 0.701 -1.083  C1 1.567, C4 1.519, H11 1.095, H12 1.090
4 C -0.251 -0.083 -1.033  C3 1.519, C5 1.538, H13 1.095, H14 1.099
5 C -1.145 0.110 0.204  C4 1.538, C6 1.555, H15 1.094, H16 1.090
6 C -0.361 -0.154 1.520  C5 1.555, C7 1.649, C8 1.552, H17 1.084
7 C -1.201 -1.340 2.300  C6 1.649, C8 1.419, H19 1.094, H21 1.090
8 C -1.272 -0.002 2.767  C6 1.552, C7 1.419, H20 1.091
9 H 1.079 1.090 -3.149  C1 1.113
10 H 2.670 1.119 -2.474  C1 1.099
11 H 1.776 0.319 -0.358  C3 1.095
12 H 0.943 1.783 -1.006  C3 1.090
13 H -0.044 -1.158 -1.020  C4 1.095
14 H -0.717 0.039 -2.020  C4 1.099
15 H -1.494 1.147 0.169  C5 1.094
16 H -2.062 -0.454 0.033  C5 1.090
17 H 0.670 -0.453 1.378  C6 1.084
18 H 0.155 1.280 1.356  no bonds
19 H -0.612 -2.227 2.549  C7 1.094
20 H -0.751 0.213 3.701  C8 1.091
21 H -1.940 -1.726 1.599  C7 1.090

* E_LUMO (alpha / beta): -0.4 / -1.5 eV
* highest occupied orbital energy (alpha / beta): -8.01 / -7.48 eV
* spin multiplicity: 2
* gap between HOMO and LUMO (alpha / beta): 0.28082 / 0.21815 Ha

natural (NBO) atomic charge list, values in e, 4 entries:
1 C -0.12
2 O -0.28
3 C -0.42
4 C -0.42

***

Arrangement y

Computed, not measured: a cluster of 2 separate species, C7H13O in total, with the ωB97M-V functional and the def2-TZVPD basis.

Bonds (Å) are listed after each position.
Cartesian coordinates (Å):
1 C -2.244 0.212 -0.705  O2 1.348, C3 1.544, H9 1.110, H10 1.106
2 O -3.343 0.652 -0.060  C1 1.348
3 C -1.224 -0.456 0.242  C1 1.544, C4 1.502, H11 1.105, H12 1.084
4 C 0.020 -1.031 -0.374  C3 1.502, C5 1.405, H14 1.089
5 C 1.304 -0.478 -0.233  C4 1.405, C6 1.389, C7 1.497
6 C 2.308 -0.991 -1.044  C5 1.389, H15 1.076, H16 1.084
7 C 1.561 0.423 0.935  C5 1.497, C8 1.524, H17 1.086
8 C 2.666 1.448 0.705  C7 1.524, H19 1.114, H20 1.085, H21 1.082
9 H -1.759 1.034 -1.271  C1 1.110
10 H -2.460 -0.528 -1.497  C1 1.106
11 H -1.812 -1.378 0.398  C3 1.105
12 H -1.154 -0.006 1.225  C3 1.084
13 H -3.769 0.119 2.546  H18 0.749
14 H -0.198 -1.478 -1.342  C4 1.089
15 H 3.350 -0.813 -0.841  C6 1.076
16 H 1.922 -1.675 -1.791  C6 1.084
17 H 0.727 0.663 1.587  C7 1.086
18 H -3.570 -0.602 2.546  H13 0.749
19 H 3.183 0.462 0.737  C8 1.114
20 H 2.757 1.862 -0.294  C8 1.085
21 H 2.860 2.160 1.496  C8 1.082

* E_LUMO (alpha / beta): -0.1 / -1.6 eV
* highest occupied orbital energy (alpha / beta): -7.53 / -7.41 eV
* spin multiplicity: 2
* gap between HOMO and LUMO (alpha / beta): 0.27411 / 0.21194 Ha

natural (NBO) atomic charge list, values in e, 4 entries:
1 C -0.13
2 O -0.26
3 C -0.49
4 C -0.10

***

Relative energies in kcal/mol: arrangement w 30.1; arrangement x 24.0; arrangement y 0.0